1.
Molecular formula: C4H8O2Se
Method: DFT, the ωB97M-V functional and the def2-TZVPD basis

The gap between HOMO and LUMO (spin up / spin down) is 8.09 / 8.02 eV. Its total charge is 0. As for the total energy: -73713.6219 eV. The LUMO energy (spin up / spin down) is 0.1 / 0.4 eV. Its HOMO energy (spin up / spin down) is -8.031 / -7.622 eV. The molar mass comes out at 167.07 Da. As for the energy above the lowest of the compared OMol25 structures with the same formula, charge and spin: 114.7 kcal per mole.

```
15
Properties=species:S:1:pos:R:3:nbo_charge:R:1
C -0.8044 -1.2027 -0.3826 -0.506
C 0.3929 -0.9222 0.5946 -0.589
C -1.6046 0.0077 -0.5107 0.180
C 2.1314 1.2345 -0.6332 -0.131
O -2.4082 0.2794 0.6059 -0.748
O 1.8614 2.2167 0.2941 -0.670
Se 2.2248 -0.5535 0.0099 0.270
H -0.5577 -1.5387 -1.2972 0.226
H -1.5808 -1.9563 0.0148 0.227
H 0.2503 -0.1221 1.4246 0.218
H 0.7451 -1.7208 1.2128 0.229
H -1.3398 0.8312 -1.0033 0.136
H 2.9878 1.3551 -1.4026 0.186
H -3.3486 0.2801 0.4010 0.490
H 1.0501 1.8116 0.6719 0.482
```


2.
Molecular formula: C38H47As2MnN8O4S
Method: DFT, the ωB97M-V functional and the def2-TZVPD basis

The gap between HOMO and LUMO (spin up / spin down) is 4.11 / 4.06 eV. Its total charge is +3. As for the total energy: -224084.8182 eV. Its spin multiplicity is 2. The LUMO energy (spin up / spin down) is -10.8 / -10.9 eV. Its HOMO energy (spin up / spin down) is -14.920 / -14.920 eV. The molar mass comes out at 916.70 Da. Its expectation value of S² is 0.784.

```
101
Properties=species:S:1:pos:R:3:lowdin_spin:R:1
Mn -0.1079 -0.3472 0.7740 0.887
C 6.4890 -1.3897 -0.2915 0.002
C 5.0199 -1.1649 -0.4568 0.012
C 4.2579 -1.9796 -1.3011 -0.002
C 2.9072 -1.7716 -1.4509 0.009
C 2.2441 -0.7406 -0.7552 0.006
N 0.8556 -0.6571 -0.8107 0.027
C 0.2951 -0.8780 -2.0542 0.009
C 0.9267 -0.3807 -3.2183 0.010
C 0.3627 -0.5338 -4.4573 -0.001
C -0.8627 -1.2014 -4.6079 0.016
C -1.4838 -1.3535 -5.9575 0.003
C -1.4928 -1.6945 -3.4653 0.001
C -0.9395 -1.5435 -2.2064 0.011
N -1.5752 -2.1626 -1.1092 0.000
C -2.3957 -3.2413 -1.1570 0.011
C -2.8267 -3.5016 0.1161 0.003
C -2.2186 -2.5247 0.9043 0.009
N -1.4600 -1.7142 0.1692 -0.003
C 3.0128 0.0771 0.0936 0.008
C 4.3705 -0.1377 0.2325 0.001
N 2.4326 1.1968 0.7330 0.001
C 3.0373 2.3701 1.0240 0.011
C 2.1277 3.1589 1.6836 0.001
C 0.9721 2.3838 1.7595 0.009
N 1.1548 1.1919 1.1850 -0.002
H 6.7201 -2.4541 -0.2556 0.000
H 6.8751 -0.9126 0.6074 0.000
H 7.0242 -0.9756 -1.1499 0.001
H 4.7327 -2.7986 -1.8264 0.000
H 2.3226 -2.4444 -2.0645 0.000
H 1.8493 0.1737 -3.1066 0.000
H 0.8577 -0.1230 -5.3279 0.000
H -0.7704 -1.7927 -6.6564 0.001
H -1.7547 -0.3739 -6.3578 0.001
H -2.3763 -1.9738 -5.9321 0.000
H -2.4446 -2.1967 -3.5769 0.000
H -2.5903 -3.7608 -2.0794 0.000
H -3.4752 -4.2986 0.4358 0.000
H -2.2675 -2.3994 1.9691 0.000
H 4.9464 0.4961 0.8952 0.000
H 4.0525 2.5667 0.7231 0.001
H 2.2749 4.1611 2.0467 0.000
H 0.0165 2.6494 2.1829 0.000
C -2.7237 -0.8677 3.7686 -0.003
As -1.4098 0.2840 2.9152 -0.013
C -0.4334 0.8051 4.5143 -0.003
C -2.4473 1.8744 2.5264 -0.001
C -3.1412 2.5428 3.5314 0.000
C -3.8616 3.6910 3.2364 0.000
C -3.8928 4.1817 1.9374 0.000
C -3.2139 3.5169 0.9273 -0.001
C -2.4920 2.3637 1.2215 -0.003
As -1.6353 1.3693 -0.1895 -0.019
C -0.7904 2.6609 -1.3522 -0.003
C -3.1479 0.7539 -1.2290 -0.003
H -3.0557 -0.3785 4.6832 0.000
H -2.2737 -1.8232 4.0365 0.000
H -3.5844 -1.0185 3.1203 0.000
H -1.1228 1.3285 5.1741 0.000
H 0.4084 1.4573 4.2990 0.000
H -0.0834 -0.0943 5.0185 0.000
H -3.1333 2.1749 4.5503 0.000
H -4.3991 4.2051 4.0216 0.000
H -4.4511 5.0799 1.7107 0.000
H -3.2576 3.9040 -0.0838 0.000
H -1.5129 3.4153 -1.6590 -0.001
H -0.4224 2.1428 -2.2375 0.000
H 0.0383 3.1434 -0.8375 0.000
H -3.8247 1.5969 -1.3629 -0.001
H -3.6679 -0.0365 -0.6900 0.000
H -2.8217 0.3990 -2.2042 0.000
C 8.3564 -3.7228 6.7228 0.000
C 7.7351 -2.9784 5.5469 0.000
S 6.5673 -4.0565 4.7295 0.000
O 5.4344 -4.2472 5.6408 0.000
O 6.0872 -2.8606 3.6486 0.000
C 5.0359 -3.2925 2.8082 0.000
C 3.7028 -3.4049 3.5656 0.000
N 2.5744 -3.0561 2.6751 0.001
C 1.9901 -1.8470 2.6237 0.004
N 1.0061 -1.8315 1.7097 -0.003
C 0.9835 -3.0882 1.1506 0.001
C 1.9416 -3.8357 1.7380 0.001
N 2.2754 -5.2012 1.3979 0.000
O 1.5733 -5.7068 0.5502 0.000
O 3.2186 -5.7091 1.9604 0.000
C 2.4461 -0.7182 3.4750 0.000
H 9.0682 -3.0720 7.2269 0.000
H 8.8938 -4.6129 6.3953 0.000
H 7.5953 -4.0207 7.4419 0.000
H 8.4762 -2.6972 4.7969 0.000
H 7.1713 -2.0972 5.8561 0.000
H 5.2796 -4.2416 2.3230 0.000
H 4.9388 -2.5240 2.0360 0.000
H 3.6945 -2.7043 4.3955 0.000
H 3.5323 -4.3946 3.9720 0.000
H 0.3123 -3.3984 0.3718 0.000
H 2.2952 -0.9378 4.5328 0.000
H 1.8998 0.1833 3.2254 0.000
H 3.5138 -0.5405 3.3310 0.000
```


3.
Molecular formula: C4H8OS
Method: DFT, the ωB97M-V functional and the def2-TZVPD basis

Its SMILES is CSC[C@H]1CO1. The gap between HOMO and LUMO is 9.82 eV. Its total charge is 0. As for the total energy: -17157.0224 eV. The LUMO energy is 0.8 eV. Its HOMO energy is -8.990 eV. The molar mass comes out at 104.17 Da. As for the energy above the lowest of the compared OMol25 structures with the same formula, charge and spin: 79.0 kcal per mole.

```
14
Properties=species:S:1:pos:R:3:nbo_charge:R:1
C -1.4579 -1.4430 -0.6277 -0.749
C -0.4116 0.7713 -0.4166 -0.569
C 0.1830 0.3580 0.8979 0.011
C 1.5460 0.5258 1.4232 -0.090
H -1.4585 -1.5974 0.4909 0.213
H -2.3694 -0.9915 -0.7301 0.200
H -1.4905 -2.4677 -1.0830 0.225
H 0.5408 1.4515 -0.8437 0.239
H -1.5566 1.0400 -0.5396 0.259
H -0.2050 -0.5992 1.3646 0.186
H 1.8008 -0.2172 2.0974 0.178
H 2.2692 1.0085 0.7719 0.173
O 0.5960 1.3925 1.9395 -0.498
S -0.0910 -0.6275 -1.5441 0.219
```


4.
Molecular formula: C21H12N4O9RuS
Method: DFT, the ωB97M-V functional and the def2-TZVPD basis

The gap between HOMO and LUMO (spin up / spin down) is 7.19 / 7.78 eV. Its total charge is -1. As for the total energy: -59780.3331 eV. Its spin multiplicity is 2. The LUMO energy (spin up / spin down) is 0.8 / 1.4 eV. Its HOMO energy (spin up / spin down) is -6.400 / -6.413 eV. The molar mass comes out at 597.48 Da. As for the energy above the lowest of the compared OMol25 structures with the same formula, charge and spin: 78.2 kcal per mole. Its expectation value of S² is 0.878.

```
48
Properties=species:S:1:pos:R:3:lowdin_spin:R:1
Ru 0.5058 -0.4587 -0.5438 0.882
O -1.1615 -2.7701 5.1900 0.002
C -0.8307 -2.3118 3.9600 0.003
C -1.7985 -1.8948 3.0455 -0.002
C -1.3986 -1.3808 1.8227 0.000
N -0.1191 -1.2491 1.5227 -0.021
C 0.8067 -1.6915 2.3505 0.001
C 0.5120 -2.2363 3.5864 -0.001
C 2.2609 -1.5564 1.8275 0.002
O 3.1359 -2.1206 2.4588 -0.001
O 2.3613 -0.8384 0.8031 0.028
C -2.3994 -0.9538 0.7178 -0.001
O -3.5864 -0.9957 1.0050 -0.002
O -1.8724 -0.6144 -0.3686 -0.012
H -2.1224 -2.7542 5.2964 0.000
H -2.8533 -1.9665 3.2669 0.000
H 1.3098 -2.5834 4.2221 0.000
O -0.3640 -4.4354 -2.2954 -0.001
C -0.0549 -3.2996 -1.9727 -0.002
O 0.0851 -2.8118 -0.8309 -0.041
C 0.2475 -2.3011 -3.1273 0.004
C 0.0573 -2.6179 -4.4658 0.001
C 0.4290 -1.6824 -5.4208 0.000
C 1.0157 -0.4941 -5.0126 0.002
C 1.1706 -0.2606 -3.6519 0.005
N 0.7563 -1.1438 -2.7507 0.057
C 1.7698 1.0372 -3.0623 0.005
O 2.0687 1.9338 -3.8445 0.006
O 1.8279 1.0679 -1.8068 0.067
H -0.3726 -3.5742 -4.7171 0.000
H 0.2665 -1.8816 -6.4711 0.000
H 1.3604 0.2599 -5.7073 0.001
N -0.7201 2.1803 -2.4199 -0.001
C -0.3343 2.5168 -1.1750 0.001
N -0.4797 1.7690 -0.1253 0.016
C -0.2662 2.4677 1.0362 0.001
C -0.4774 2.0240 2.3373 0.000
C -0.2532 2.8905 3.3883 0.000
C 0.1801 4.1940 3.1732 0.000
C 0.3800 4.6618 1.8886 0.000
C 0.1415 3.8020 0.8367 0.001
S 0.2130 4.1585 -0.8673 0.002
H -0.9546 1.1986 -2.5293 0.000
H -0.2334 2.6244 -3.1862 0.000
H -0.8359 1.0234 2.5120 0.000
H -0.4193 2.5455 4.3974 0.000
H 0.3450 4.8521 4.0127 0.000
H 0.7001 5.6725 1.6961 0.000
```


Question: Number 2 is which compound?
Answer: C38H47As2MnN8O4S


Question: Number 3 is which compound?
Answer: C4H8OS


Question: Among the records above, which one has the lowest total charge?
Answer: C21H12N4O9RuS


Question: What is the total charge in the fourth record?
Answer: -1